DFT (the ωB97M-V functional and the def2-TZVPD basis) results for 5 unconnected molecules or ions with the total composition C47H70BrNO10 in a non-equilibrium geometry.

Structure (ORCA input):
```
! RIJCOSX wB97M-V def2-TZVPD def2/J DEFGRID3
* xyz 0 1
C -2.87761 -2.41611 4.64611
C -2.86916 -2.48061 3.25396
C -3.12546 -1.32209 2.36480
C -4.17696 -0.41146 2.54968
Br -5.42961 -0.57666 3.99130
C -4.35516 0.65897 1.71378
C -3.50404 0.92732 0.65055
C -3.77591 2.17366 -0.18952
O -2.63016 2.86441 -0.63039
C -1.84539 3.35340 0.44500
C -2.45507 0.04089 0.45572
C -2.27593 -1.05821 1.29107
C -1.07368 -1.94355 0.99154
O -1.13591 -3.15434 1.02310
C 0.17771 -1.16933 0.61293
C -0.00335 -0.07082 -0.22594
C 1.02218 0.73287 -0.63351
C 2.31948 0.44732 -0.18301
C 3.41533 1.40954 -0.64649
C 4.63089 0.75197 -1.33388
C 5.52013 1.87362 -1.94521
C 6.02218 2.81239 -0.84738
O 6.95025 2.55901 -0.12446
O 5.30441 4.00010 -0.68965
C 2.50967 -0.64167 0.66114
C 3.90238 -0.90367 1.17151
C 4.70035 -1.90476 0.59823
C 5.95985 -2.02940 1.18681
C 6.32929 -1.17513 2.21021
N 5.61043 -0.20683 2.78763
C 4.40091 -0.15162 2.22015
C 1.45055 -1.47395 1.07461
C 1.67888 -2.65110 2.01469
C 2.21101 -2.21072 3.40592
O 1.90647 -3.29661 4.27708
C 2.57090 -3.13448 5.52781
C 1.82602 -2.07361 6.38802
C -1.43024 0.23192 -0.65521
O -1.70838 0.57211 -1.78275
H -1.94575 -2.41483 5.22827
H -3.78951 -2.41924 5.24760
H -2.61499 -3.42997 2.77042
H -5.19864 1.32543 1.89426
H -4.44208 2.85085 0.37556
H -4.30665 1.85260 -1.09815
H -2.38851 4.16354 0.95722
H -0.95759 3.81613 -0.01028
H -1.47708 2.56981 1.12217
H 0.86134 1.59114 -1.28230
H 2.98749 2.12079 -1.36628
H 3.70772 2.00400 0.23435
H 5.28245 0.21236 -0.64206
H 4.30333 0.04887 -2.10943
H 6.39204 1.43479 -2.44899
H 4.97832 2.46801 -2.69243
H 4.70135 3.90242 0.05772
H 4.32187 -2.51162 -0.21985
H 6.65516 -2.79267 0.84436
H 7.34151 -1.29752 2.61031
H 3.71906 0.59339 2.65110
H 0.74615 -3.18004 2.23249
H 2.33783 -3.41056 1.56995
H 3.29362 -2.05799 3.33374
H 1.65592 -1.32167 3.74423
H 2.51626 -4.09770 6.04847
H 3.63461 -2.89574 5.37827
H 1.52086 -2.49805 7.35169
H 2.46368 -1.19432 6.53797
H 0.90608 -1.75455 5.88213
C -9.72223 5.54387 1.26195
C -8.20973 5.68866 1.26658
O -7.51711 4.45451 1.33026
C -7.75263 3.54740 0.26787
C -7.37390 4.09805 -1.09653
H -10.05557 5.00237 2.14911
H -10.19598 6.52638 1.25139
H -10.07749 4.99363 0.38960
H -7.90910 6.24931 2.15230
H -7.87153 6.27039 0.40216
H -8.79490 3.21041 0.28065
H -7.14241 2.66640 0.47571
H -7.96035 4.97874 -1.36107
H -7.53715 3.34410 -1.86790
H -6.32165 4.38914 -1.10958
C 9.17181 0.99692 -4.67945
C 9.07152 -0.50006 -4.44540
O 7.73814 -0.97739 -4.37849
C 6.93871 -0.77470 -5.53365
C 7.48960 -1.43788 -6.78319
H 8.64478 1.54052 -3.89270
H 10.21527 1.31439 -4.68543
H 8.73034 1.28991 -5.63312
H 9.52982 -0.74026 -3.48540
H 9.63497 -1.05323 -5.20455
H 6.77697 0.29701 -5.69869
H 5.96023 -1.20229 -5.30911
H 8.46762 -1.04159 -7.06090
H 6.81278 -1.28043 -7.62413
H 7.60436 -2.51127 -6.62544
C 1.96931 -2.07694 -8.19631
C 3.48466 -1.96858 -8.21436
O 4.14489 -3.21772 -8.09893
C 3.87265 -4.16575 -9.11600
C 4.24921 -3.69451 -10.51039
H 1.63372 -2.56652 -7.28047
H 1.51815 -1.08521 -8.25021
H 1.59171 -2.66065 -9.03677
H 3.80702 -1.37154 -7.35974
H 3.82901 -1.43824 -9.10931
H 2.82122 -4.47106 -9.07803
H 4.46021 -5.05064 -8.86852
H 3.68323 -2.81200 -10.81170
H 4.05458 -4.48159 -11.24008
H 5.30856 -3.43475 -10.55130
C -9.10528 1.58736 7.74376
C -8.77060 0.80353 6.48597
O -7.75521 -0.16704 6.67043
C -8.02010 -1.18226 7.62251
C -9.24996 -2.01542 7.30449
H -8.21397 2.08415 8.13113
H -9.86265 2.34226 7.52826
H -9.49211 0.94416 8.53546
H -8.39570 1.49219 5.72784
H -9.66920 0.33878 6.06566
H -8.09000 -0.75069 8.62708
H -7.14229 -1.83001 7.62514
H -10.16067 -1.41510 7.29595
H -9.37533 -2.80257 8.04921
H -9.15249 -2.47786 6.32068
*
```

Values from the calculation:
- highest occupied orbital energy (Eh) = -0.27867
- Kohn-Sham gap (eV) = 6.87
- LUMO energy (hartree) = -0.02615
- SMILES = C=Cc1c(Br)cc(COC)c2c1C(=O)c1c(cc(CCCC(=O)O)c(-c3cccnc3)c1CCOCC)C2=O.CCOCC.CCOCC.CCOCC.CCOCC

Atom charges from the Mulliken analysis, given in e for atoms 1 to 99: atom 1 (C): -0.840, atom 2 (C): -0.728, atom 3 (C): 0.475, atom 4 (C): 0.427, atom 5 (Br): -0.357, atom 6 (C): -0.942, atom 7 (C): 1.032, atom 8 (C): -0.820, atom 9 (O): -0.421, atom 10 (C): -0.702, atom 11 (C): 0.331, atom 12 (C): 0.087, atom 13 (C): -0.704, atom 14 (O): -0.578, atom 15 (C): 0.497, atom 16 (C): 0.329, atom 17 (C): -1.306, atom 18 (C): 0.962, atom 19 (C): -1.049, atom 20 (C): -0.151, atom 21 (C): -0.067, atom 22 (C): 0.362, atom 23 (O): -0.535, atom 24 (O): -0.507, atom 25 (C): 0.154, atom 26 (C): 0.439, atom 27 (C): -0.038, atom 28 (C): -0.750, atom 29 (C): -0.530, atom 30 (N): -0.691, atom 31 (C): -0.042, atom 32 (C): 0.557, atom 33 (C): -1.218, atom 34 (C): -0.355, atom 35 (O): -0.417, atom 36 (C): -0.143, atom 37 (C): -0.954, atom 38 (C): -0.076, atom 39 (O): -0.570, atom 40 (H): 0.149, atom 41 (H): 0.354, atom 42 (H): 0.467, atom 43 (H): 0.330, atom 44 (H): 0.543, atom 45 (H): 0.226, atom 46 (H): 0.325, atom 47 (H): 0.218, atom 48 (H): 0.291, atom 49 (H): 0.521, atom 50 (H): 0.508, atom 51 (H): 0.035, atom 52 (H): -0.083, atom 53 (H): 0.399, atom 54 (H): -0.102, atom 55 (H): 0.454, atom 56 (H): 0.361, atom 57 (H): 0.533, atom 58 (H): 0.397, atom 59 (H): 0.428, atom 60 (H): 0.566, atom 61 (H): 0.509, atom 62 (H): 0.325, atom 63 (H): 0.169, atom 64 (H): 0.441, atom 65 (H): 0.366, atom 66 (H): 0.277, atom 67 (H): 0.347, atom 68 (H): 0.269, atom 69 (H): 0.173, atom 70 (C): -1.033, atom 71 (C): -0.336, atom 72 (O): -0.402, atom 73 (C): -0.188, atom 74 (C): -1.175, atom 75 (H): 0.283, atom 76 (H): 0.392, atom 77 (H): 0.263, atom 78 (H): 0.333, atom 79 (H): 0.310, atom 80 (H): 0.322, atom 81 (H): 0.203, atom 82 (H): 0.356, atom 83 (H): 0.389, atom 84 (H): 0.306, atom 85 (C): -0.881, atom 86 (C): -0.370, atom 87 (O): -0.467, atom 88 (C): -0.135, atom 89 (C): -1.142, atom 90 (H): 0.144, atom 91 (H): 0.401, atom 92 (H): 0.254, atom 93 (H): 0.349, atom 94 (H): 0.341, atom 95 (H): 0.282, atom 96 (H): 0.268, atom 97 (H): 0.331, atom 98 (H): 0.341, atom 99 (H): 0.299